[1]
61
Properties=species:S:1:pos:R:3:mulliken_charge:R:1 method="wB97M-V/def2-TZVPD" lumo_ev=-6.10 spin_multiplicity=1 e_above_lowest_kcal_mol=175.1 charge=+1
C -4.79 3.02 3.79 -0.575
O -5.72 3.02 2.64 -0.306
C -5.12 3.73 1.49 -0.429
C -5.48 3.01 0.05 -0.557
C -5.38 1.35 0.14 -0.429
C -4.49 0.71 -1.12 -0.717
C -2.91 1.10 -0.91 -0.125
C -2.19 -0.08 0.02 -0.894
C -0.86 -0.73 -0.68 -0.013
C 0.38 0.36 -0.73 -0.592
C 1.85 -0.37 -0.51 -0.305
C 2.76 -0.46 -1.87 -0.976
C 4.04 0.57 -1.94 0.265
N 4.70 0.85 -0.61 -0.237
C 5.89 1.75 -0.94 0.241
N 7.17 1.36 -0.63 -0.356
N 5.54 3.08 -1.65 -0.305
C 4.83 2.62 -2.94 -0.319
O 3.64 1.79 -2.67 -0.347
H -5.09 2.21 4.60 0.237
H -3.68 2.75 3.48 0.219
H -4.76 4.06 4.34 0.267
H -5.56 4.83 1.44 0.274
H -3.96 3.83 1.60 0.267
H -4.61 3.35 -0.70 0.211
H -6.54 3.31 -0.35 0.363
H -4.80 1.03 1.12 0.128
H -6.49 0.96 0.14 0.356
H -4.93 1.02 -2.18 0.270
H -4.62 -0.46 -1.03 0.328
H -2.34 1.28 -1.94 0.300
H -2.86 2.10 -0.28 0.104
H -1.88 0.45 1.05 0.223
H -2.94 -0.93 0.30 0.355
H -0.51 -1.62 0.01 -0.047
H -1.11 -1.15 -1.75 0.228
H 0.42 0.99 -1.72 0.273
H 0.22 1.08 0.21 0.196
H 1.65 -1.49 -0.16 0.173
H 2.36 0.16 0.40 0.405
H 3.02 -1.59 -2.07 0.432
H 2.04 -0.14 -2.77 0.287
H 4.86 0.04 -2.62 0.245
H 5.01 -0.03 -0.12 0.326
H 7.83 1.11 -1.43 0.282
H 7.52 1.24 0.36 0.290
H 4.82 3.57 -1.06 0.369
H 4.45 3.61 -3.47 0.307
H 5.61 2.12 -3.66 0.306
Cl 0.07 -4.50 -1.30 -0.158
C 0.65 -4.99 0.25 0.304
C 1.87 -5.65 0.42 0.310
Cl 2.92 -6.02 -0.91 -0.200
C 2.29 -6.03 1.70 -0.416
C 1.49 -5.75 2.81 -0.438
C 0.27 -5.09 2.64 -0.580
C -0.15 -4.71 1.36 -0.404
H 3.24 -6.54 1.84 0.399
H 1.81 -6.05 3.80 0.370
H -0.35 -4.87 3.50 0.374
H -1.10 -4.19 1.24 0.443

[2]
61
Properties=species:S:1:pos:R:3:mulliken_charge:R:1 method="wB97M-V/def2-TZVPD" lumo_ev=-6.72 spin_multiplicity=1 e_above_lowest_kcal_mol=349.6 charge=+1
C -4.87 7.73 4.58 -1.059
N -4.06 6.60 4.26 0.081
C -3.42 5.91 5.28 -0.200
C -2.87 4.67 5.20 -0.603
C -3.22 3.87 3.88 1.063
C -4.05 4.63 2.90 -0.581
C -4.39 5.91 3.09 -0.301
C -2.93 2.46 3.75 1.326
C -2.49 1.67 4.90 -0.492
C -2.30 0.36 4.73 -0.229
N -2.57 -0.22 3.51 0.103
C -3.01 0.46 2.49 -0.341
C -3.07 1.79 2.55 -0.463
C -1.73 -1.40 3.25 -1.306
H -4.81 8.50 3.74 0.319
H -4.48 8.15 5.48 0.349
H -5.74 7.30 4.82 0.491
H -3.02 6.36 6.15 0.360
H -2.32 4.43 6.12 0.227
H -4.47 4.13 1.91 0.152
H -5.03 6.40 2.34 0.390
H -2.38 2.29 5.97 0.028
H -2.17 -0.13 5.74 0.330
H -3.36 -0.08 1.62 0.486
H -3.32 2.51 1.57 0.236
H -1.26 -1.81 4.03 0.453
H -0.94 -1.04 2.70 0.541
H -2.36 -2.05 2.75 0.393
Cl -1.42 -1.59 -0.17 -0.711
C 1.68 -2.91 -0.92 -0.852
O 2.96 -3.30 -1.35 -0.399
C 3.87 -2.30 -1.42 0.172
C 5.03 -2.53 -1.81 -0.591
O 5.85 -1.46 -1.67 -0.319
C 7.26 -1.68 -1.91 -0.687
H 1.09 -3.68 -1.23 0.326
H 1.21 -2.00 -1.27 0.212
H 1.97 -2.79 0.10 0.539
H 3.83 -2.01 -0.26 0.121
H 3.35 -1.61 -2.11 0.037
H 4.92 -2.78 -2.84 0.272
H 5.39 -3.43 -1.29 0.301
H 7.60 -2.52 -1.13 0.245
H 8.13 -0.93 -2.00 0.266
H 7.27 -1.97 -2.88 0.318
C -0.37 -1.23 -3.79 -0.499
O 0.10 -1.85 -4.99 -0.440
C 1.24 -2.62 -4.80 -0.747
C 1.59 -3.34 -5.88 -0.140
O 2.61 -4.19 -5.65 -0.298
C 2.74 -5.17 -6.82 -0.833
H -1.18 -0.64 -4.13 0.346
H 0.35 -0.42 -3.33 0.212
H -0.54 -2.01 -2.97 0.167
H 1.22 -3.21 -4.04 0.521
H 2.03 -1.86 -4.61 0.192
H 1.87 -2.77 -6.75 0.329
H 0.65 -3.95 -6.03 0.226
H 2.08 -6.10 -6.90 0.288
H 3.52 -5.79 -6.58 0.389
H 2.68 -4.80 -7.88 0.281

[3]
64
Properties=species:S:1:pos:R:3:mulliken_charge:R:1 method="wB97M-V/def2-TZVPD" lumo_ev=-0.74 spin_multiplicity=1 e_above_lowest_kcal_mol=0.0
C -6.12 4.00 1.26 -0.724
O -6.18 2.60 1.32 -0.361
C -4.93 2.08 1.75 -0.725
C -4.94 0.59 1.79 -0.949
C -4.80 -0.16 0.44 0.461
C -5.28 0.57 -0.80 -0.969
C -4.33 1.61 -1.42 -0.861
C -2.85 1.44 -1.14 -0.435
C -2.22 0.22 -1.78 -0.724
C -0.73 0.38 -2.10 -0.871
C 0.16 1.00 -1.03 -2.049
C 0.97 0.08 -0.08 2.582
C 1.41 0.97 0.99 -0.740
N 1.77 1.66 1.85 -0.636
C 2.26 -0.51 -0.69 -1.130
C 2.27 -0.74 -2.19 -0.324
O 3.57 -1.10 -2.66 -0.402
C 4.02 -2.30 -2.18 0.261
O 4.04 -3.31 -2.83 -0.493
C 0.11 -1.01 0.65 -0.707
N -1.14 -0.44 1.16 -0.279
I -0.20 -2.80 -0.50 0.221
C 0.91 -1.47 1.79 0.246
N 1.58 -1.78 2.70 -0.548
H -5.47 4.32 0.46 0.268
H -7.11 4.39 1.09 0.260
H -5.74 4.42 2.19 0.315
H -4.74 2.44 2.76 0.535
H -4.14 2.49 1.13 0.387
H -5.82 0.23 2.31 0.421
H -4.10 0.30 2.41 0.424
H -3.78 -0.51 0.34 -0.752
H -5.41 -1.05 0.52 0.487
H -5.50 -0.17 -1.55 0.524
H -6.22 1.05 -0.58 0.379
H -4.50 1.65 -2.49 0.506
H -4.62 2.59 -1.05 0.171
H -2.62 1.46 -0.09 -0.055
H -2.34 2.31 -1.56 0.640
H -2.72 0.05 -2.72 0.615
H -2.37 -0.69 -1.21 0.244
H -0.69 1.04 -2.95 0.401
H -0.35 -0.56 -2.46 0.280
H -0.37 1.71 -0.42 0.764
H 0.91 1.59 -1.55 0.627
H 3.06 0.19 -0.49 0.451
H 2.52 -1.42 -0.16 0.658
H 1.59 -1.53 -2.48 0.403
H 2.03 0.17 -2.70 0.251
H 4.44 -2.26 -1.17 0.282
H -1.83 -1.17 1.13 0.328
H -1.01 -0.22 2.14 0.330
C 5.23 -1.31 1.80 -0.547
O 6.09 -2.41 1.48 -0.344
C 7.30 -2.05 1.07 0.807
O 7.70 -0.92 0.95 -0.549
O 8.00 -3.15 0.80 -0.326
C 9.33 -2.91 0.35 -0.642
H 4.28 -1.73 2.12 0.127
H 5.65 -0.72 2.61 0.405
H 5.07 -0.68 0.93 0.267
H 9.90 -2.38 1.10 0.301
H 9.32 -2.35 -0.58 0.294
H 9.77 -3.89 0.17 0.221

[4]
65
Properties=species:S:1:pos:R:3:mulliken_charge:R:1 method="wB97M-V/def2-TZVPD" lumo_ev=0.43 spin_multiplicity=1 e_above_lowest_kcal_mol=0.0
Mg 0.45 0.27 -0.40 1.903
C 2.20 3.77 1.47 -1.047
C 2.21 2.24 1.59 -0.323
O 1.54 1.62 0.59 -0.525
H 2.38 4.04 0.43 0.218
H 2.98 4.20 2.11 0.380
H 1.25 4.18 1.79 0.170
H 1.78 1.98 2.60 0.048
H 3.27 1.90 1.66 0.307
C -0.39 3.35 -2.76 -0.881
C 0.15 1.98 -3.14 -0.512
O 0.09 1.10 -2.13 -0.489
H 0.15 3.81 -1.93 0.091
H -1.44 3.29 -2.44 0.158
H -0.35 4.09 -3.57 0.391
H 1.19 2.11 -3.51 0.263
H -0.41 1.65 -4.05 0.274
O 0.53 -0.98 1.24 0.078
C 0.94 -1.54 2.21 0.101
O 1.14 -2.87 2.26 -0.421
C 1.48 -3.31 3.59 -0.443
C 1.72 -2.06 4.44 -0.636
C 1.33 -0.89 3.51 0.049
H 2.38 -3.92 3.49 0.299
H 0.69 -3.97 3.95 0.289
H 2.77 -1.97 4.72 0.277
H 1.12 -2.09 5.34 0.271
H 2.16 -0.21 3.34 0.045
H 0.50 -0.29 3.88 0.255
O 1.99 -0.96 -1.09 -0.300
C 2.39 -2.05 -1.39 0.135
O 3.66 -2.23 -1.83 -0.454
C 3.91 -3.61 -2.06 -0.504
C 2.55 -4.25 -2.22 -0.593
C 1.68 -3.38 -1.33 0.307
H 4.45 -4.02 -1.20 0.256
H 4.56 -3.72 -2.92 0.358
H 2.55 -5.31 -1.96 0.351
H 2.19 -4.18 -3.25 0.276
H 1.70 -3.68 -0.27 0.117
H 0.65 -3.26 -1.65 -0.135
O -1.35 0.89 0.43 -0.376
C -1.90 1.86 0.85 -0.074
O -3.21 2.07 0.66 -0.410
C -3.60 3.34 1.24 -0.548
C -2.50 3.68 2.25 -0.778
C -1.29 3.02 1.61 0.383
H -4.58 3.23 1.69 0.358
H -3.65 4.07 0.43 0.290
H -2.74 3.24 3.22 0.326
H -2.43 4.76 2.35 0.339
H -0.51 2.64 2.27 0.014
H -0.83 3.65 0.84 0.040
O -0.76 -1.39 -1.16 -0.174
C -1.87 -1.51 -1.60 0.330
O -2.40 -2.72 -1.85 -0.469
C -3.75 -2.57 -2.33 -0.539
C -3.82 -1.14 -2.90 -0.675
C -2.79 -0.41 -2.04 0.478
H -4.43 -2.71 -1.49 0.267
H -3.93 -3.34 -3.08 0.365
H -4.83 -0.74 -2.86 0.341
H -3.49 -1.19 -3.93 0.304
H -3.21 0.09 -1.16 0.028
H -2.18 0.33 -2.56 -0.222